Entry 1:
The following is a quantum chemistry calculation of an isolated molecule of C20H15F3N6O3 at a distorted geometry, from the Open Molecules 2025 dataset.

- F_max: 1.443 eV Å⁻¹
- Calculated total energy: -44217.047 eV
- Highest occupied orbital energy: -8.301 eV
- Net charge: 0

The geometry in XYZ format:
```
47
C20H15F3N6O3 ωB97M-V with the def2-TZVPD basis set
N 1.83 3.35 -0.74
C 1.08 2.81 -1.40
C 0.10 2.16 -2.23
H 0.57 1.34 -2.78
H -0.27 2.89 -2.95
C -1.09 1.62 -1.41
N -0.82 0.32 -0.85
C -0.02 -0.04 0.18
C 0.00 -1.42 0.21
C -0.84 -1.82 -0.85
N -1.32 -0.75 -1.47
C -1.20 -3.16 -1.27
C -2.12 -3.32 -2.32
C -2.48 -4.58 -2.74
C -1.92 -5.70 -2.11
C -1.01 -5.55 -1.07
C -0.65 -4.29 -0.66
H 0.05 -4.17 0.15
H -0.60 -6.43 -0.61
N -2.29 -7.01 -2.55
O -1.79 -7.96 -1.98
O -3.09 -7.11 -3.46
H -3.18 -4.73 -3.55
H -2.53 -2.44 -2.79
H 0.54 -2.03 0.90
N 0.71 0.86 0.94
C 0.16 1.93 1.61
C -1.22 2.04 1.80
C -1.79 3.15 2.39
C -0.98 4.19 2.82
C 0.39 4.10 2.67
C 0.97 2.98 2.08
N 2.38 3.01 1.95
C 3.26 2.01 2.05
O 3.03 0.84 2.29
C 4.72 2.47 1.82
F 5.58 1.75 2.54
F 5.07 2.34 0.53
F 4.91 3.76 2.15
H 2.74 3.94 1.79
H 1.02 4.90 3.00
H -1.42 5.07 3.28
H -2.86 3.20 2.52
H -1.85 1.22 1.48
H 1.56 0.48 1.34
H -1.36 2.33 -0.62
H -1.95 1.48 -2.08
```

---

Entry 2:
The following is a quantum chemistry calculation of an isolated molecule of CH3Cl at a distorted geometry, from the Open Molecules 2025 dataset.

- F_max: 3.678 eV Å⁻¹
- Calculated total energy: -13607.604 eV
- Highest occupied orbital energy: -10.681 eV
- Net charge: 0
- Energy above the lowest of the compared OMol25 structures with the same formula, charge and spin: 0.374 eV

The geometry in XYZ format:
```
5
CH3Cl ωB97M-V with the def2-TZVPD basis set
C -0.03 0.15 -0.06
H -1.13 0.04 -0.06
H 0.17 0.70 0.76
H 0.17 0.43 -1.06
Cl 0.83 -1.32 0.42
```

---

Entry 3:
The following is a quantum chemistry calculation of a 13-piece molecular cluster, C32H64Cl4F6O30P overall at a distorted geometry, from the Open Molecules 2025 dataset.

- F_max: 5.259 eV Å⁻¹
- 2S+1: 2
- Calculated total energy: -171328.485 eV
- Highest occupied orbital energy (alpha / beta): -10.284 / -10.284 eV
- Net charge: 0

The geometry in XYZ format:
```
137
C32H64Cl4F6O30P ωB97M-V with the def2-TZVPD basis set
P 26.11 -18.53 6.10
F 26.51 -18.09 7.60
F 24.61 -19.12 6.39
F 25.59 -16.97 5.92
F 25.90 -18.95 4.53
F 27.63 -18.04 5.72
F 26.72 -19.98 6.51
C 21.63 -10.35 5.99
O 22.42 -11.18 5.14
C 22.67 -12.45 5.47
O 22.16 -13.03 6.45
O 23.60 -13.03 4.66
C 24.10 -14.36 4.95
H 20.70 -10.86 6.25
H 21.33 -9.45 5.45
H 22.23 -10.06 6.85
H 24.76 -14.41 5.82
H 24.68 -14.72 4.10
H 23.34 -15.13 5.06
C 28.29 -16.88 10.37
O 29.59 -16.63 10.88
C 30.06 -15.45 10.59
O 29.50 -14.49 10.06
O 31.19 -15.36 11.25
C 31.74 -14.12 11.59
H 27.57 -16.17 10.78
H 27.90 -17.88 10.57
H 28.36 -16.84 9.29
H 31.13 -13.49 12.23
H 31.99 -13.60 10.66
H 32.65 -14.31 12.14
C 25.14 -17.44 11.88
O 24.80 -16.73 10.73
C 23.62 -16.84 10.16
O 22.71 -17.58 10.52
O 23.47 -16.05 9.10
C 24.46 -15.07 8.69
H 24.30 -17.46 12.58
H 25.94 -17.04 12.50
H 25.36 -18.43 11.49
H 23.97 -14.34 8.05
H 25.27 -15.47 8.09
H 24.89 -14.64 9.60
C 21.82 -18.03 6.37
O 20.44 -17.94 6.57
C 20.01 -18.11 7.83
O 20.73 -18.42 8.76
O 18.72 -17.76 7.94
C 17.85 -17.80 6.81
H 22.12 -19.08 6.35
H 22.43 -17.53 7.13
H 22.18 -17.73 5.39
H 17.74 -18.82 6.43
H 18.04 -17.16 5.95
H 16.82 -17.56 7.09
C 28.10 -15.29 3.73
O 28.96 -14.21 3.65
C 29.21 -13.73 2.44
O 28.81 -14.15 1.34
O 30.09 -12.70 2.61
C 30.59 -12.02 1.48
H 27.09 -14.95 3.48
H 28.10 -15.67 4.75
H 28.34 -16.10 3.04
H 29.93 -11.23 1.13
H 30.75 -12.63 0.59
H 31.50 -11.58 1.88
C 23.40 -18.44 2.76
O 22.18 -18.79 2.18
C 21.42 -19.76 2.70
O 21.66 -20.42 3.67
O 20.23 -19.67 2.04
C 19.03 -20.29 2.50
H 24.15 -19.21 2.55
H 23.39 -18.34 3.85
H 23.83 -17.51 2.37
H 18.19 -20.24 1.80
H 18.67 -19.86 3.44
H 19.13 -21.32 2.83
C 27.73 -23.27 6.73
O 28.56 -22.57 5.89
C 28.84 -23.16 4.67
O 28.49 -24.31 4.31
O 29.67 -22.30 3.95
C 30.15 -22.74 2.68
H 27.42 -22.64 7.56
H 28.26 -24.08 7.23
H 26.84 -23.67 6.24
H 30.90 -22.02 2.34
H 29.31 -22.65 1.99
H 30.63 -23.71 2.68
C 30.78 -16.12 6.92
O 32.06 -16.54 6.66
C 32.72 -16.48 5.41
O 33.91 -16.82 5.18
O 31.90 -15.98 4.49
C 32.42 -15.68 3.16
H 30.08 -16.68 6.29
H 30.70 -15.04 6.82
H 30.52 -16.33 7.95
H 31.58 -15.65 2.46
H 32.89 -16.59 2.80
H 32.99 -14.76 3.03
C 24.50 -21.01 8.65
O 24.75 -21.31 9.99
C 23.90 -20.96 10.94
O 22.94 -20.23 10.80
O 24.17 -21.57 12.15
C 25.22 -22.45 12.34
H 24.58 -19.94 8.45
H 23.53 -21.34 8.27
H 25.27 -21.61 8.16
H 26.16 -21.89 12.25
H 25.13 -23.25 11.61
H 25.08 -22.81 13.36
C 32.50 -17.90 -0.07
O 31.15 -18.00 0.33
C 30.88 -18.70 1.40
O 31.67 -19.50 1.91
O 29.59 -18.45 1.78
C 29.24 -18.77 3.14
H 32.89 -18.85 -0.44
H 33.24 -17.65 0.69
H 32.55 -17.23 -0.92
H 29.17 -19.85 3.26
H 28.28 -18.40 3.52
H 29.96 -18.30 3.80
C 24.97 -21.91 4.54
Cl 24.00 -22.66 5.81
Cl 25.03 -22.98 3.09
H 24.47 -20.96 4.31
H 25.97 -21.59 4.84
C 29.47 -19.46 8.04
Cl 31.14 -19.02 8.62
Cl 28.71 -20.55 9.16
H 28.75 -18.64 7.97
H 29.67 -20.01 7.12
```

---

Entry 4:
The following is a quantum chemistry calculation of a 2-piece molecular cluster, C2H4F2 overall at a distorted geometry, from the Open Molecules 2025 dataset.

- F_max: 2.614 eV Å⁻¹
- Calculated total energy: -7569.337 eV
- Highest occupied orbital energy (alpha / beta): -8.794 / -8.406 eV
- Net charge: 0
- Energy above the lowest of the compared OMol25 structures with the same formula, charge and spin: 4.550 eV

The geometry in XYZ format:
```
8
C2H4F2 ωB97M-V with the def2-TZVPD basis set
C 1.22 0.72 -0.33
C -1.08 -0.44 -0.48
F 1.96 -0.39 0.01
F -2.07 0.26 0.01
H 1.48 1.60 0.31
H 1.12 1.06 -1.32
H -0.96 -0.53 -1.52
H -0.57 -1.15 0.09
```

---

Entry 5:
The following is a quantum chemistry calculation of C33H41EuN3P as an isolated structure at a distorted geometry, from the Open Molecules 2025 dataset.

- F_max: 2.159 eV Å⁻¹
- 2S+1: 8
- Calculated total energy: -67967.895 eV
- Highest occupied orbital energy (alpha / beta): -9.381 / -9.531 eV
- Net charge: +1
- Energy above the lowest of the compared OMol25 structures with the same formula, charge and spin: 1.045 eV

The geometry in XYZ format:
```
79
C33H41EuN3P ωB97M-V with the def2-TZVPD basis set
Eu 9.17 9.01 9.25
C 6.73 11.44 6.32
C 6.79 10.24 7.20
C 6.49 10.34 8.57
C 6.19 9.17 9.34
C 5.63 9.35 10.73
C 6.45 7.90 8.76
C 6.73 7.81 7.41
C 6.89 6.45 6.70
C 7.00 8.97 6.67
H 7.73 11.64 5.94
H 6.36 12.34 6.86
H 6.07 11.26 5.43
H 6.48 11.34 9.04
H 4.67 9.90 10.71
H 6.34 9.90 11.35
H 5.42 8.38 11.19
H 6.47 6.98 9.37
H 6.28 6.37 5.79
H 6.69 5.56 7.34
H 7.90 6.36 6.32
H 7.30 8.74 5.64
C 12.21 7.79 10.66
C 12.27 9.31 10.40
N 11.78 9.73 9.07
C 12.37 9.09 7.86
C 11.30 8.49 6.93
N 10.38 7.45 7.53
C 11.16 6.29 8.08
C 10.88 6.02 9.53
N 10.85 7.21 10.38
H 12.48 7.67 11.67
H 12.95 7.25 10.10
H 13.30 9.67 10.45
H 11.66 9.82 11.19
H 11.81 10.74 9.01
H 13.10 8.34 8.13
H 13.03 9.80 7.35
H 11.86 8.05 6.12
H 10.64 9.29 6.54
H 9.80 7.11 6.78
H 12.21 6.47 7.90
H 10.85 5.40 7.51
H 11.50 5.21 9.95
H 9.85 5.56 9.64
H 10.37 6.93 11.23
C 12.49 15.36 10.53
C 12.05 14.65 9.46
C 10.95 13.81 9.62
C 10.30 13.66 10.84
C 10.84 14.31 11.99
C 11.87 15.22 11.76
P 8.79 12.72 10.92
C 7.84 13.76 12.03
C 7.64 15.11 11.68
C 6.76 15.96 12.35
C 6.03 15.43 13.44
C 6.20 14.09 13.78
C 7.04 13.23 13.06
C 9.24 11.38 12.04
C 9.80 11.49 13.33
C 9.82 10.38 14.20
C 9.36 9.14 13.76
C 8.81 9.08 12.47
C 8.86 10.10 11.56
H 13.36 16.04 10.43
H 12.61 14.61 8.58
H 10.58 13.26 8.79
H 10.40 14.33 12.97
H 12.33 15.74 12.63
H 8.16 15.46 10.77
H 6.59 16.98 12.04
H 5.36 16.09 14.00
H 5.65 13.67 14.64
H 7.16 12.19 13.36
H 10.19 12.46 13.68
H 10.19 10.47 15.19
H 9.57 8.19 14.25
H 8.39 8.13 12.18
```

---

Entry 6:
The following is a quantum chemistry calculation of an isolated molecule of C5H6ClNO at a distorted geometry, from the Open Molecules 2025 dataset.

- F_max: 1.270 eV Å⁻¹
- Calculated total energy: -21340.488 eV
- Highest occupied orbital energy: -9.327 eV
- Net charge: 0
- Energy above the lowest of the compared OMol25 structures with the same formula, charge and spin: 1.995 eV

The geometry in XYZ format:
```
14
C5H6ClNO ωB97M-V with the def2-TZVPD basis set
C 0.42 -0.11 -0.84
C 0.42 1.18 -0.05
C -0.43 1.22 0.96
C -1.24 -0.05 0.94
C -0.76 -0.87 -0.20
H 1.95 -1.02 0.17
H 1.81 -1.53 -1.38
H 0.21 0.08 -1.90
H 1.20 1.90 -0.26
H -1.74 -0.41 1.81
H -0.84 -1.94 -0.19
N 1.74 -0.73 -0.78
O -1.97 -0.21 -0.33
Cl -0.79 2.50 2.06
```

---

Entry 7:
The following is a quantum chemistry calculation of C36H33Cl5CrN2O2P2S as an isolated structure at a distorted geometry, from the Open Molecules 2025 dataset.

- F_max: 4.404 eV Å⁻¹
- 2S+1: 4
- Calculated total energy: -165383.535 eV
- Highest occupied orbital energy (alpha / beta): -10.737 / -10.736 eV
- Net charge: +1
- Energy above the lowest of the compared OMol25 structures with the same formula, charge and spin: 1.642 eV

The geometry in XYZ format:
```
82
C36H33Cl5CrN2O2P2S ωB97M-V with the def2-TZVPD basis set
Cr 10.17 13.83 12.49
N 10.27 13.74 14.70
C 11.61 13.36 15.17
C 12.47 12.91 13.97
O 13.61 12.46 14.29
O 11.90 12.86 12.80
H 9.86 14.58 15.11
H 9.57 13.01 14.85
H 11.61 12.55 15.91
H 12.17 14.16 15.65
C 4.97 9.13 7.09
S 4.98 10.94 7.47
C 6.69 11.39 7.11
C 7.64 11.19 8.33
C 7.49 12.45 9.21
N 8.56 12.65 10.17
P 9.79 13.92 10.06
C 9.19 15.40 9.31
C 9.94 16.08 8.36
C 9.30 17.13 7.61
C 8.00 17.49 7.95
C 7.28 16.84 8.96
C 7.93 15.89 9.70
C 10.88 13.16 8.85
C 10.62 13.28 7.45
C 11.37 12.62 6.47
C 12.39 11.78 6.86
C 12.70 11.67 8.23
C 11.97 12.36 9.18
P 8.59 12.12 11.85
C 8.95 10.38 11.65
C 10.28 9.86 11.71
C 10.51 8.47 11.60
C 9.43 7.61 11.28
C 8.14 8.11 11.23
C 7.90 9.48 11.47
C 7.09 12.05 12.76
C 6.17 13.09 12.51
C 5.00 13.25 13.29
C 4.66 12.19 14.15
C 5.56 11.10 14.38
C 6.80 11.10 13.76
H 4.10 8.93 6.41
H 4.88 8.58 8.02
H 5.87 8.88 6.53
H 6.70 12.46 6.85
H 6.98 10.86 6.23
H 8.68 11.01 8.02
H 7.30 10.27 8.87
H 6.53 12.40 9.70
H 7.48 13.32 8.52
H 10.91 15.72 8.05
H 9.86 17.70 6.84
H 7.51 18.28 7.40
H 6.27 17.10 9.22
H 7.46 15.54 10.61
H 9.72 13.86 7.10
H 11.19 12.76 5.41
H 12.92 11.09 6.21
H 13.56 11.14 8.59
H 12.28 12.35 10.25
H 11.13 10.51 11.79
H 11.55 8.04 11.74
H 9.65 6.53 11.16
H 7.29 7.40 11.14
H 6.84 9.84 11.42
H 6.41 13.80 11.71
H 4.41 14.16 13.18
H 3.64 12.16 14.63
H 5.26 10.28 15.10
H 7.50 10.31 13.98
Cl 7.78 15.59 13.61
C 9.18 16.57 13.18
C 10.21 15.88 12.64
C 11.42 16.55 12.46
Cl 12.81 15.60 11.96
C 11.52 17.94 12.76
Cl 13.09 18.57 12.78
C 10.38 18.72 13.15
Cl 10.48 20.41 13.51
C 9.16 17.98 13.32
Cl 7.65 18.76 13.60
```

---

Entry 8:
The following is a quantum chemistry calculation of C45H63FHfN3O4P2 as an isolated structure at a distorted geometry, from the Open Molecules 2025 dataset.

- F_max: 1.525 eV Å⁻¹
- Calculated total energy: -82931.070 eV
- Highest occupied orbital energy: -15.233 eV
- Net charge: +3
- Energy above the lowest of the compared OMol25 structures with the same formula, charge and spin: 1.254 eV

The geometry in XYZ format:
```
119
C45H63FHfN3O4P2 ωB97M-V with the def2-TZVPD basis set
Hf -0.26 -0.08 0.38
C 0.14 1.60 2.35
C -1.15 1.79 1.79
C -1.86 0.54 2.02
C -0.95 -0.31 2.72
C 0.26 0.37 2.98
C 1.29 0.10 4.08
C 0.69 0.78 5.32
C 1.50 -1.37 4.41
C 2.63 0.77 3.75
C -3.35 0.15 1.91
C -3.56 -1.28 2.42
C -3.91 0.19 0.48
C -4.21 1.06 2.81
C -1.62 3.24 1.54
C -0.45 4.12 1.06
C -2.73 3.43 0.52
C -2.06 3.79 2.91
H 0.87 2.40 2.46
H -1.24 -1.25 3.16
H -0.25 0.31 5.62
H 0.50 1.84 5.15
H 1.39 0.70 6.16
H 0.56 -1.86 4.67
H 2.15 -1.45 5.28
H 1.98 -1.91 3.61
H 2.59 1.85 3.90
H 2.96 0.60 2.72
H 3.41 0.40 4.41
H -2.90 -2.00 1.92
H -4.59 -1.58 2.22
H -3.40 -1.36 3.49
H -3.48 -0.60 -0.15
H -3.72 1.14 -0.02
H -4.99 0.03 0.50
H -3.78 1.13 3.81
H -5.21 0.62 2.90
H -4.32 2.06 2.41
H 0.02 3.72 0.16
H 0.32 4.27 1.82
H -0.84 5.11 0.80
H -2.39 3.13 -0.47
H -2.99 4.49 0.48
H -3.64 2.89 0.77
H -1.24 3.72 3.64
H -2.92 3.26 3.32
H -2.32 4.85 2.81
C 2.86 -2.08 1.16
P 1.09 -2.42 0.90
C 0.57 -3.70 2.09
C 1.04 -3.42 -0.61
C 2.10 -4.27 -0.94
C 2.00 -5.11 -2.03
C 0.83 -5.14 -2.78
C -0.22 -4.31 -2.45
C -0.12 -3.43 -1.37
P -1.51 -2.35 -0.94
C -2.32 -2.00 -2.53
C -2.67 -3.50 -0.15
H 3.32 -1.92 0.18
H 3.35 -2.92 1.65
H 3.01 -1.20 1.76
H 0.44 -3.33 3.10
H 1.33 -4.50 2.09
H -0.36 -4.13 1.74
H 3.01 -4.27 -0.35
H 2.83 -5.76 -2.29
H 0.74 -5.82 -3.62
H -1.13 -4.35 -3.05
H -1.57 -1.90 -3.31
H -2.91 -1.09 -2.47
H -2.98 -2.83 -2.78
H -3.66 -3.06 -0.06
H -2.33 -3.79 0.85
H -2.72 -4.40 -0.77
F -4.97 3.52 -3.17
C -3.91 2.91 -3.72
C -3.07 2.23 -2.90
C -1.92 1.60 -3.40
C -0.99 0.91 -2.54
O -1.21 0.93 -1.26
C 0.07 0.25 -3.16
C 0.20 0.31 -4.54
N -0.62 1.00 -5.33
C -0.42 0.95 -6.78
C 0.07 2.17 -7.50
C 0.97 0.98 -7.33
C -1.71 1.66 -4.78
C -2.59 2.36 -5.62
C -3.70 3.03 -5.11
N -4.56 3.75 -5.95
C -4.05 4.36 -7.18
C -5.00 4.08 -8.34
N -6.42 4.03 -7.82
C -6.58 4.95 -6.64
C -5.79 4.38 -5.46
C 1.09 -0.61 -2.47
O 1.84 -1.32 -3.09
O 1.06 -0.50 -1.16
H -3.30 2.19 -1.84
H 1.01 -0.22 -5.01
H -1.15 0.32 -7.28
H 0.30 3.04 -6.90
H -0.34 2.37 -8.48
H 1.79 1.10 -6.63
H 1.18 0.36 -8.18
H -2.38 2.36 -6.67
H -3.08 3.98 -7.45
H -3.93 5.44 -7.04
H -4.81 3.12 -8.83
H -4.95 4.87 -9.09
H -6.65 3.08 -7.53
H -7.08 4.28 -8.56
H -7.63 5.03 -6.39
H -6.23 5.93 -6.96
H -6.40 3.63 -4.96
H -5.61 5.19 -4.75
O 2.00 2.39 -0.77
C 1.60 1.61 -0.08
```